[1]
Formula: C27H23NO3P2
Source: the Open Molecules 2025 dataset
Level of theory: ωB97M-V with the def2-TZVPD basis set

Each atom is followed by the atoms it is bonded to, with distances in Å.
Cartesian coordinates (Å):
1 C 2.264 0.238 4.649  C2 1.206, H34 1.062
2 C 1.573 0.405 3.675  C1 1.206, C3 1.439
3 C 0.730 0.631 2.531  C2 1.439, C4 1.407, C10 1.409
4 C -0.657 0.617 2.768  C3 1.407, C5 1.483, C7 1.386
5 C -1.184 0.425 4.141  C4 1.483, C6 1.325, H35 1.085
6 C -1.698 1.412 4.860  C5 1.325, H36 1.082, H37 1.082
7 C -1.518 0.750 1.690  C4 1.386, C8 1.381, H38 1.081
8 C -0.992 0.902 0.422  C7 1.381, C9 1.395, C32 1.490
9 C 0.381 0.940 0.180  C8 1.395, C10 1.397, C16 1.511
10 C 1.277 0.789 1.243  C3 1.409, C9 1.397, P11 1.845
11 P 3.084 0.734 0.872  C10 1.845, C12 1.836, C14 1.855
12 C 4.009 1.747 2.092  P11 1.836, C13 1.545, H39 1.085, H40 1.089
13 C 5.457 1.228 2.239  C12 1.545, H41 1.088, H42 1.090, H43 1.086
14 C 3.437 -1.054 1.221  P11 1.855, C15 1.542, H44 1.085, H45 1.092
15 C 2.538 -1.898 0.296  C14 1.542, H46 1.087, H47 1.088, H48 1.095
16 C 0.790 1.140 -1.260  C9 1.511, O17 1.199, C18 1.506
17 O 1.657 1.896 -1.597  C16 1.199
18 C -0.037 0.359 -2.247  C16 1.506, C19 1.393, C31 1.395
19 C 0.490 -0.264 -3.376  C18 1.393, P20 1.814, C22 1.392
20 P 2.224 -0.163 -3.900  C19 1.814, O21 1.475, H49 1.411, H50 1.408
21 O 2.716 1.174 -4.282  P20 1.475
22 C -0.365 -1.033 -4.160  C19 1.392, C23 1.384, H51 1.082
23 C -1.711 -1.146 -3.859  C22 1.384, C24 1.388, H52 1.082
24 C -2.255 -0.481 -2.769  C23 1.388, C25 1.494, C31 1.396
25 C -3.714 -0.626 -2.478  C24 1.494, C26 1.386, N30 1.332
26 C -4.129 -1.676 -1.674  C25 1.386, C27 1.385, H53 1.081
27 C -5.482 -1.838 -1.428  C26 1.385, C28 1.384, H54 1.080
28 C -6.345 -0.929 -2.014  C27 1.384, C29 1.384, H55 1.080
29 C -5.819 0.096 -2.782  C28 1.384, N30 1.330, H56 1.083
30 N -4.525 0.274 -3.033  C25 1.332, C29 1.330
31 C -1.401 0.273 -1.963  C18 1.395, C24 1.396, C32 1.497
32 C -1.899 1.003 -0.755  C8 1.490, C31 1.497, O33 1.205
33 O -2.926 1.633 -0.739  C32 1.205
34 H 2.815 0.172 5.555  C1 1.062
35 H -1.134 -0.578 4.551  C5 1.085
36 H -1.792 1.297 5.932  C6 1.082
37 H -2.041 2.337 4.416  C6 1.082
38 H -2.592 0.718 1.807  C7 1.081
39 H 3.560 1.800 3.078  C12 1.085
40 H 4.034 2.764 1.703  C12 1.089
41 H 5.726 0.528 1.451  C13 1.088
42 H 5.543 0.693 3.185  C13 1.090
43 H 6.161 2.054 2.281  C13 1.086
44 H 4.483 -1.273 1.036  C14 1.085
45 H 3.162 -1.297 2.249  C14 1.092
46 H 1.564 -2.075 0.745  C15 1.087
47 H 3.012 -2.844 0.040  C15 1.088
48 H 2.386 -1.362 -0.647  C15 1.095
49 H 2.220 -1.062 -4.988  P20 1.411
50 H 3.003 -0.793 -2.911  P20 1.408
51 H 0.047 -1.543 -5.020  C22 1.082
52 H -2.365 -1.756 -4.467  C23 1.082
53 H -3.398 -2.349 -1.248  C26 1.081
54 H -5.868 -2.638 -0.813  C27 1.080
55 H -7.414 -1.009 -1.883  C28 1.080
56 H -6.495 0.820 -3.220  C29 1.083

Calculated values
HOMO-LUMO gap in eV: 7.3
E in a.u.: -2005.7554
SMILES: C#Cc1c(C=C)cc2c(c1P(CC)CC)C(=O)c1c([PH2]=O)ccc(-c3ccccn3)c1C2=O
LUMO level in eV: -0.764

[2]
Formula: C27H24N2
Source: the Open Molecules 2025 dataset
Level of theory: ωB97M-V with the def2-TZVPD basis set

Each atom is followed by the atoms it is bonded to, with distances in Å.
Cartesian coordinates (Å):
1 C 1.433 2.233 -0.487  C2 1.542, H13 1.091, H14 1.089, H15 1.096
2 C 1.242 0.746 -0.846  C1 1.542, C3 1.481, C5 1.562, C27 1.511
3 C 2.207 -0.037 -0.040  C2 1.481, N4 1.168
4 N 3.080 -0.492 0.588  C3 1.168
5 C 1.590 0.528 -2.353  C2 1.562, C6 1.401, C12 1.393
6 C 1.247 1.492 -3.310  C5 1.401, C7 1.392, H16 1.090
7 C 1.596 1.318 -4.646  C6 1.392, C8 1.397, H17 1.092
8 C 2.244 0.149 -5.051  C7 1.397, C9 1.441, C11 1.396
9 C 2.552 -0.059 -6.443  C8 1.441, N10 1.170
10 N 2.810 -0.203 -7.575  C9 1.170
11 C 2.606 -0.807 -4.100  C8 1.396, C12 1.395, H18 1.090
12 C 2.268 -0.620 -2.760  C5 1.393, C11 1.395, H19 1.091
13 H 0.976 2.899 -1.221  C1 1.091
14 H 1.008 2.439 0.494  C1 1.089
15 H 2.511 2.433 -0.464  C1 1.096
16 H 0.702 2.396 -3.038  C6 1.090
17 H 1.360 2.089 -5.382  C7 1.092
18 H 3.158 -1.698 -4.396  C11 1.090
19 H 2.526 -1.390 -2.032  C12 1.091
20 C -2.386 2.532 7.001  C21 1.500, H37 1.093, H38 1.099, H39 1.098
21 C -2.008 2.227 5.582  C20 1.500, C22 1.399, C36 1.402
22 C -1.901 3.278 4.666  C21 1.399, C23 1.383, H40 1.088
23 C -1.571 3.036 3.345  C22 1.383, C24 1.413, H41 1.090
24 C -1.328 1.724 2.880  C23 1.413, C25 1.449, C35 1.417
25 C -1.013 1.522 1.481  C24 1.449, C26 1.350, H42 1.097
26 C -0.419 0.422 0.972  C25 1.350, C27 1.518, H43 1.088
27 C -0.131 0.217 -0.504  C2 1.511, C26 1.518, C28 1.530, H44 1.097
28 C -0.220 -1.252 -0.921  C27 1.530, C29 1.401, C34 1.391
29 C -0.768 -1.574 -2.170  C28 1.401, C30 1.388, H45 1.092
30 C -0.912 -2.897 -2.564  C29 1.388, C31 1.398, H46 1.093
31 C -0.517 -3.924 -1.700  C30 1.398, C32 1.497, C33 1.394
32 C -0.721 -5.354 -2.092  C31 1.497, H47 1.093, H48 1.096, H49 1.095
33 C 0.019 -3.607 -0.452  C31 1.394, C34 1.396, H50 1.092
34 C 0.172 -2.275 -0.063  C28 1.391, C33 1.396, H51 1.090
35 C -1.417 0.660 3.812  C24 1.417, C36 1.394, H52 1.091
36 C -1.769 0.920 5.136  C21 1.402, C35 1.394, H53 1.089
37 H -2.514 1.617 7.586  C20 1.093
38 H -1.635 3.152 7.510  C20 1.099
39 H -3.327 3.097 7.035  C20 1.098
40 H -2.080 4.296 5.007  C22 1.088
41 H -1.487 3.860 2.636  C23 1.090
42 H -1.224 2.366 0.811  C25 1.097
43 H -0.129 -0.385 1.642  C26 1.088
44 H -0.861 0.780 -1.100  C27 1.097
45 H -1.070 -0.772 -2.848  C29 1.092
46 H -1.358 -3.146 -3.530  C30 1.093
47 H -0.257 -6.021 -1.361  C32 1.093
48 H -1.788 -5.600 -2.139  C32 1.096
49 H -0.299 -5.578 -3.077  C32 1.095
50 H 0.299 -4.416 0.227  C33 1.092
51 H 0.598 -2.060 0.917  C34 1.090
52 H -1.233 -0.365 3.484  C35 1.091
53 H -1.862 0.105 5.853  C36 1.089

Calculated values
HOMO-LUMO gap in eV: 8.6
E in a.u.: -1152.7577
SMILES: Cc1ccc(/C=C/[C@H](c2ccc(C)cc2)[C@@](C)(C#N)c2ccc(C#N)cc2)cc1
LUMO level in eV: 0.163

[3]
Formula: C27H24N2O6
Source: the Open Molecules 2025 dataset
Level of theory: ωB97M-V with the def2-TZVPD basis set

Each atom is followed by the atoms it is bonded to, with distances in Å.
Cartesian coordinates (Å):
1 C -1.476 -2.454 2.067  C2 1.525, H57 1.087, H58 1.086, H59 1.086
2 C -0.972 -1.052 1.741  C1 1.525, O3 1.418, H55 1.095, H56 1.096
3 O 0.194 -0.695 2.464  C2 1.418, C4 1.364
4 C 1.428 -1.000 1.971  O3 1.364, C5 1.384, C9 1.412
5 C 1.631 -1.876 0.919  C4 1.384, C6 1.397, H54 1.075
6 C 2.907 -2.203 0.451  C5 1.397, C7 1.396, C30 1.445
7 C 4.010 -1.654 1.106  C6 1.396, C8 1.376, H29 1.079
8 C 3.825 -0.761 2.136  C7 1.376, C9 1.395, H28 1.079
9 C 2.553 -0.395 2.575  C4 1.412, C8 1.395, O10 1.359
10 O 2.550 0.515 3.584  C9 1.359, C11 1.414
11 C 1.384 1.243 3.917  O10 1.414, C12 1.507, H26 1.097, H27 1.096
12 C 0.733 1.931 2.745  C11 1.507, C13 1.391, C17 1.390
13 C -0.633 2.196 2.766  C12 1.391, C14 1.380, H25 1.080
14 C -1.257 2.751 1.668  C13 1.380, C15 1.393, H24 1.079
15 C -0.515 3.062 0.532  C14 1.393, C16 1.392, C20 1.479
16 C 0.859 2.842 0.525  C15 1.392, C17 1.380, H19 1.079
17 C 1.477 2.282 1.625  C12 1.390, C16 1.380, H18 1.080
18 H 2.543 2.105 1.612  C17 1.080
19 H 1.422 3.106 -0.357  C16 1.079
20 C -1.148 3.593 -0.695  C15 1.479, O21 1.206, O22 1.339
21 O -0.542 4.075 -1.620  C20 1.206
22 O -2.480 3.462 -0.701  C20 1.339, H23 0.973
23 H -2.828 3.708 -1.576  O22 0.973
24 H -2.319 2.942 1.678  C14 1.079
25 H -1.207 1.943 3.645  C13 1.080
26 H 1.741 1.989 4.638  C11 1.097
27 H 0.655 0.597 4.419  C11 1.096
28 H 4.668 -0.307 2.633  C8 1.079
29 H 5.010 -1.908 0.786  C7 1.079
30 C 3.115 -3.101 -0.662  C6 1.445, C31 1.349, H53 1.084
31 C 2.228 -3.428 -1.625  C30 1.349, C32 1.407, C34 1.511
32 C 2.574 -4.340 -2.640  C31 1.407, N33 1.148
33 N 2.853 -5.062 -3.487  C32 1.148
34 C 0.826 -2.879 -1.744  C31 1.511, O35 1.210, N36 1.361
35 O -0.160 -3.542 -1.515  C34 1.210
36 N 0.838 -1.579 -2.146  C34 1.361, C37 1.403, H52 1.011
37 C -0.250 -0.718 -2.357  N36 1.403, C38 1.395, C42 1.388
38 C 0.010 0.546 -2.884  C37 1.395, C39 1.376, H51 1.080
39 C -1.015 1.433 -3.117  C38 1.376, C40 1.396, H50 1.078
40 C -2.332 1.086 -2.808  C39 1.396, C41 1.388, O45 1.368
41 C -2.592 -0.170 -2.275  C40 1.388, C42 1.385, H44 1.078
42 C -1.560 -1.067 -2.056  C37 1.388, C41 1.385, H43 1.077
43 H -1.779 -2.045 -1.661  C42 1.077
44 H -3.596 -0.473 -2.026  C41 1.078
45 O -3.276 2.043 -3.057  C40 1.368, C46 1.409
46 C -4.628 1.725 -2.822  O45 1.409, H47 1.095, H48 1.094, H49 1.089
47 H -4.814 1.532 -1.761  C46 1.095
48 H -4.945 0.861 -3.412  C46 1.094
49 H -5.197 2.600 -3.135  C46 1.089
50 H -0.815 2.409 -3.528  C39 1.078
51 H 1.025 0.831 -3.121  C38 1.080
52 H 1.741 -1.167 -2.338  N36 1.011
53 H 4.104 -3.542 -0.724  C30 1.084
54 H 0.781 -2.363 0.478  C5 1.075
55 H -1.716 -0.313 2.056  C2 1.095
56 H -0.810 -0.927 0.664  C2 1.096
57 H -1.612 -2.556 3.141  C1 1.087
58 H -0.782 -3.220 1.733  C1 1.086
59 H -2.430 -2.615 1.573  C1 1.086

Calculated values
Relative energy (zero: lowest compared OMol25 entry of this formula, charge and spin) in kJ/mol: 224.7
HOMO-LUMO gap in eV: 8.0
E in a.u.: -1604.2341
SMILES: CCOc1cc(/C=C(/C#N)C(=O)Nc2ccc(OC)cc2)ccc1OCc1ccc(C(=O)O)cc1
LUMO level in eV: -0.315